# 1
Computed, not measured: C2H2FFeO as an isolated structure in a non-equilibrium geometry, with ωB97M-V/def2-TZVPD.

Summary:
**Strongest force on any atom**: 0.0777 hartree/bohr
**Charge**: 0
**Energy above the lowest of the compared OMol25 structures with the same formula, charge and spin**: 18.1 kcal per mole
**Gap between HOMO and LUMO (alpha / beta)**: 7.5817 / 7.4390 eV
**E_HOMO (alpha / beta)**: -7.586 / -9.105 eV
**2S+1**: 6

Atoms and positions in Å:
C 0.355 0.321 0.116
C 1.239 -0.612 0.075
O -0.248 1.358 -0.051
H 0.963 -1.660 -0.056
H -2.296 0.800 -0.114
Fe 3.253 -0.093 0.140
F -2.498 -0.177 -0.022

Atomic forces in eV per Å
C -1.0 3.5 -1.6
C 0.5 -1.1 0.3
O 1.1 -2.7 1.0
H 0.0 0.4 0.2
H -0.4 -3.2 0.3
Fe -0.6 0.0 0.0
F 0.4 3.1 -0.3

# 2
Computed, not measured: C2H2FFeO as an isolated structure in a non-equilibrium geometry, with ωB97M-V/def2-TZVPD.

Summary:
**Strongest force on any atom**: 0.0549 hartree/bohr
**Charge**: +3
**Energy above the lowest of the compared OMol25 structures with the same formula, charge and spin**: 0.0 kcal per mole
**Gap between HOMO and LUMO (alpha / beta)**: 5.0483 / 4.9655 eV
**E_HOMO (alpha / beta)**: -24.351 / -27.845 eV
**2S+1**: 7

Atoms and positions in Å:
H -0.995 1.424 -1.391
C -0.349 0.582 -1.650
C 1.016 0.809 -1.692
O 2.126 0.923 -1.518
Fe -1.391 -1.163 2.252
F -0.518 -0.392 0.950
H -0.717 -0.371 -2.039

Atomic forces in eV per Å
H 0.1 -0.1 -0.1
C -0.3 0.3 -0.8
C 1.8 0.1 0.6
O -1.3 0.0 -0.6
Fe 1.0 0.8 -1.1
F -1.4 -1.2 2.1
H 0.0 0.2 0.0

# 3
Computed, not measured: C2H2FHoO2 as an isolated structure in a non-equilibrium geometry, with ωB97M-V/def2-TZVPD.

Summary:
**Strongest force on any atom**: 0.0851 hartree/bohr
**Charge**: +1
**Energy above the lowest of the compared OMol25 structures with the same formula, charge and spin**: 249.5 kcal per mole
**Gap between HOMO and LUMO (alpha / beta)**: 6.8711 / 6.5457 eV
**E_HOMO (alpha / beta)**: -12.447 / -13.262 eV
**2S+1**: 6

Atoms and positions in Å:
F -1.865 1.389 -0.005
C -1.047 0.401 0.220
C -1.056 -0.877 0.159
H -1.793 -1.624 0.417
O 0.702 1.038 -0.160
O 1.393 -0.126 -0.694
H 0.428 -1.045 -0.285
Ho 3.237 0.843 0.347

Atomic forces in eV per Å
F 1.5 0.2 0.6
C -0.2 -0.9 -1.3
C 3.3 0.4 -0.2
H 0.1 0.2 -0.2
O 0.4 -0.5 0.2
O 1.3 0.8 1.5
H -2.4 0.7 0.7
Ho -4.1 -0.8 -1.4

# 4
Computed, not measured: C2H2FLiOTl as an isolated structure in a non-equilibrium geometry, with ωB97M-V/def2-TZVPD.

Summary:
**Strongest force on any atom**: 0.1278 hartree/bohr
**Charge**: +3
**Gap between HOMO and LUMO (alpha / beta)**: 7.6995 / 7.6977 eV
**E_HOMO (alpha / beta)**: -25.364 / -25.362 eV

Atoms and positions in Å:
C 1.296 0.025 -0.102
F 1.002 -1.246 -0.060
H 1.919 0.210 -0.995
C -1.484 1.250 0.298
O -1.410 0.330 -0.546
Tl 0.399 1.463 1.299
Li -2.417 -1.361 -0.820
H -2.518 1.521 0.611

Atomic forces in eV per Å
C 1.0 -4.8 -1.7
F 0.7 2.9 0.3
H 0.2 0.3 0.0
C -3.7 -4.1 -3.5
O 1.3 3.8 3.5
Tl 0.8 1.6 1.7
Li -0.7 -0.8 -0.6
H 0.5 1.0 0.3

# 5
Computed, not measured: a 2-piece molecular cluster, C2H2FN3S overall in a non-equilibrium geometry, with ωB97M-V/def2-TZVPD.

Summary:
**Strongest force on any atom**: 0.0731 hartree/bohr
**Charge**: 0
**Energy above the lowest of the compared OMol25 structures with the same formula, charge and spin**: 85.3 kcal per mole
**Gap between HOMO and LUMO (alpha / beta)**: 8.8411 / 8.8431 eV
**E_HOMO (alpha / beta)**: -8.912 / -8.913 eV

Atoms and positions in Å:
C -1.755 1.022 0.282
C 1.289 -0.828 -1.647
N -1.220 0.450 1.193
N 2.004 -0.282 -0.834
N -0.370 0.271 2.036
F -2.590 0.750 -0.686
S 0.328 -1.210 -2.795
H 2.988 -0.162 -0.584
H -0.674 -0.011 3.035

Atomic forces in eV per Å
C -0.7 1.4 0.3
C 2.5 2.2 1.7
N -1.4 0.1 -1.0
N -0.6 -1.0 -0.7
N 1.9 -1.7 2.8
F 0.6 -0.8 0.2
S -1.0 -0.8 -0.7
H -0.9 -0.4 -0.3
H -0.3 1.0 -2.2

# 6
Computed, not measured: a 2-piece molecular cluster, C2H2FN4 overall in a non-equilibrium geometry, with ωB97M-V/def2-TZVPD.

Summary:
**Strongest force on any atom**: 0.0758 hartree/bohr
**Charge**: -1
**Gap between HOMO and LUMO (alpha / beta)**: 6.9334 / 6.9451 eV
**E_HOMO (alpha / beta)**: -2.795 / -4.538 eV
**2S+1**: 3

Atoms and positions in Å:
C -2.212 -0.404 -0.229
C -0.144 -1.412 -0.702
N -2.567 0.159 0.901
N -3.176 -0.603 -1.162
N -3.867 0.364 0.640
N -4.211 -0.023 -0.565
F 0.849 -0.621 -0.259
H -0.471 -1.211 -1.817
H 0.120 -2.403 -0.543

Atomic forces in eV per Å
C -1.3 0.3 -0.6
C 1.6 0.0 -3.6
N 0.0 -0.3 -0.9
N 1.6 0.6 0.5
N -1.7 1.1 0.7
N -0.5 -0.4 0.8
F -0.2 0.6 0.1
H 0.3 0.2 2.5
H 0.3 -2.1 0.6

# 7
Computed, not measured: C2H2FNdO2 as an isolated structure in a non-equilibrium geometry, with ωB97M-V/def2-TZVPD.

Summary:
**Strongest force on any atom**: 0.0533 hartree/bohr
**Charge**: +1
**Energy above the lowest of the compared OMol25 structures with the same formula, charge and spin**: 48.2 kcal per mole
**Gap between HOMO and LUMO (alpha / beta)**: 7.0543 / 9.3834 eV
**E_HOMO (alpha / beta)**: -13.460 / -15.047 eV
**2S+1**: 5

Atoms and positions in Å:
H -1.887 0.376 -0.927
O 0.098 -1.492 -0.143
C -1.007 -1.010 -0.069
C -1.237 0.486 0.053
O -0.075 1.170 0.033
H -1.919 0.656 0.908
F 4.054 -0.317 0.063
Nd 1.973 0.132 0.081

Atomic forces in eV per Å
H 0.8 1.6 1.1
O 0.2 0.2 -0.2
C 1.0 -0.4 1.1
C -1.9 -1.4 -1.3
O 1.8 -0.7 0.0
H 0.2 0.1 -0.5
F -2.1 0.6 0.0
Nd 0.1 0.0 -0.2

# 8
Computed, not measured: C2H2FO2Rb as an isolated structure in a non-equilibrium geometry, with ωB97M-V/def2-TZVPD.

Summary:
**Strongest force on any atom**: 0.0351 hartree/bohr
**Charge**: 0
**Energy above the lowest of the compared OMol25 structures with the same formula, charge and spin**: 0.0 kcal per mole
**Gap between HOMO and LUMO**: 6.5310 eV
**E_HOMO**: -7.399 eV

Atoms and positions in Å:
H 1.126 0.025 1.311
O 0.385 -1.359 -0.077
C 0.760 -0.172 0.258
C -0.337 0.895 0.128
O -1.449 0.572 -0.256
F 1.817 0.380 -0.599
H -0.073 1.959 0.287
Rb -2.229 -2.300 -1.052

Atomic forces in eV per Å
H 0.4 -0.5 -0.4
O -0.1 0.0 0.1
C -0.6 -0.1 0.6
C -0.6 -0.7 -1.6
O 0.1 0.6 0.5
F -0.1 0.1 0.2
H -0.1 -0.1 0.2
Rb 0.9 0.6 0.4

# 9
Computed, not measured: a 2-piece molecular cluster, C2H2FO3S overall in a non-equilibrium geometry, with ωB97M-V/def2-TZVPD.

Summary:
**Strongest force on any atom**: 0.1003 hartree/bohr
**Charge**: -1
**Energy above the lowest of the compared OMol25 structures with the same formula, charge and spin**: 12.5 kcal per mole
**Gap between HOMO and LUMO (alpha / beta)**: 7.6091 / 7.6086 eV
**E_HOMO (alpha / beta)**: -3.897 / -3.897 eV

Atoms and positions in Å:
C 1.162 0.465 0.044
C 0.184 0.650 -0.828
O -2.654 -0.416 1.089
O 1.699 1.092 0.916
O -0.914 -2.011 0.642
F 1.965 -0.769 -0.254
S -1.242 -0.696 1.120
H 0.023 -0.013 -1.724
H -0.223 1.698 -1.005

Atomic forces in eV per Å
C 4.4 -0.8 0.5
C -3.7 0.9 -3.4
O -0.5 0.5 -0.1
O -0.6 0.5 1.0
O 0.3 -0.4 0.0
F -1.1 0.3 0.0
S 0.3 -0.1 0.0
H 0.4 0.5 1.4
H 0.5 -1.5 0.8

# 10
Computed, not measured: C2H2FOTm as an isolated structure in a non-equilibrium geometry, with ωB97M-V/def2-TZVPD.

Summary:
**Strongest force on any atom**: 0.0756 hartree/bohr
**Charge**: +2
**Energy above the lowest of the compared OMol25 structures with the same formula, charge and spin**: 53.1 kcal per mole
**Gap between HOMO and LUMO (alpha / beta)**: 6.9182 / 5.7681 eV
**E_HOMO (alpha / beta)**: -18.444 / -18.436 eV
**2S+1**: 3

Atoms and positions in Å:
C -0.709 -0.097 -0.542
C -1.953 -0.014 -0.036
O 0.477 -0.126 -0.479
H -2.030 -1.138 -0.526
F -2.738 0.983 -0.391
Tm 2.667 0.244 0.516
H 4.287 0.147 1.459

Atomic forces in eV per Å
C -0.8 1.9 1.5
C 1.3 -1.6 -3.3
O 2.2 -0.5 0.4
H -1.5 1.1 1.3
F -0.3 -0.8 0.7
Tm -1.0 0.2 -0.5
H 0.2 -0.3 0.0

# 11
Computed, not measured: C2H2FOYb as an isolated structure, with ωB97M-V/def2-TZVPD.

Summary:
**Strongest force on any atom**: 0.0123 hartree/bohr
**Charge**: +1
**Energy above the lowest of the compared OMol25 structures with the same formula, charge and spin**: 19.4 kcal per mole
**Gap between HOMO and LUMO**: 7.8505 eV
**E_HOMO**: -13.132 eV

Atoms and positions in Å:
F 4.042 -1.338 0.200
O -0.378 1.305 0.289
Yb 2.040 -1.350 0.200
C -0.122 0.083 0.058
C -1.513 0.436 -0.165
H -2.248 0.230 0.613
H -1.821 0.635 -1.194

Atomic forces in eV per Å
F -0.2 0.1 0.0
O -0.3 -0.3 -0.1
Yb 0.5 -0.4 0.1
C 0.4 0.2 0.2
C -0.4 0.1 -0.2
H 0.2 0.2 -0.3
H -0.1 0.0 0.4

# 12
Computed, not measured: a 2-piece molecular cluster, C2H2FP overall in a non-equilibrium geometry, with ωB97M-V/def2-TZVPD.

Summary:
**Strongest force on any atom**: 0.0724 hartree/bohr
**Charge**: 0
**Energy above the lowest of the compared OMol25 structures with the same formula, charge and spin**: 86.9 kcal per mole
**Gap between HOMO and LUMO (alpha / beta)**: 7.9555 / 7.9527 eV
**E_HOMO (alpha / beta)**: -8.702 / -8.698 eV

Atoms and positions in Å:
C -0.153 -0.773 -0.680
C 0.525 -0.268 0.215
F 3.098 0.491 -0.615
P 2.338 -0.386 0.474
H -0.659 -1.215 -1.467
H 2.227 -2.468 0.489

Atomic forces in eV per Å
C 1.5 1.5 2.1
C 0.3 -1.1 -2.4
F -0.8 -0.7 -1.1
P -0.1 -2.0 3.2
H -1.0 -0.5 -0.9
H 0.3 2.7 -0.8

Q: The highest strongest force on any atom belongs to which entry?
A: C2H2FLiOTl

Q: Which value of strongest force on any atom does entry 6 give?
A: 0.0758 hartree/bohr